The following is a DFT calculation (ωB97M-V/def2-TZVPD) of a structure of composition C23H18AuBr2N2O4.

Element x y z (Å)
1 Au 0.327 -1.351 1.583
2 O -1.174 2.122 3.190
3 C -2.510 2.029 3.034
4 C -3.275 3.180 3.226
5 C -4.643 3.141 3.054
6 C -5.287 1.957 2.702
7 C -4.534 0.813 2.522
8 C -3.147 0.833 2.674
9 C -2.375 -0.429 2.383
10 O -1.141 -0.502 2.912
11 N -2.276 -0.448 0.815
12 N -1.202 -0.840 0.226
13 C -1.158 -0.936 -1.102
14 C -0.023 -1.301 -1.836
15 Br 1.636 -1.524 -0.996
16 C -0.196 -1.415 -3.215
17 C 0.656 -1.795 -4.282
18 C 0.182 -1.487 -5.582
19 C 0.931 -1.779 -6.698
20 C 2.153 -2.427 -6.545
21 C 2.622 -2.782 -5.281
22 C 1.894 -2.468 -4.158
23 H -0.827 1.206 3.174
24 H -2.773 4.094 3.512
25 H -5.221 4.042 3.208
26 H -6.362 1.928 2.594
27 H -5.027 -0.127 2.293
28 H -2.991 -1.321 2.569
29 H -3.105 -0.217 0.266
30 H -2.075 -0.726 -1.645
31 H -1.193 -1.123 -3.534
32 H -0.780 -0.999 -5.687
33 H 0.570 -1.518 -7.682
34 H 2.742 -2.672 -7.419
35 H 3.560 -3.311 -5.187
36 H 2.261 -2.773 -3.192
37 Br 3.374 4.367 0.981
38 C 3.251 2.561 1.511
39 C 2.234 2.168 2.369
40 C 2.141 0.835 2.737
41 C 3.051 -0.102 2.256
42 C 4.094 0.322 1.436
43 C 4.192 1.648 1.051
44 C 2.974 -1.563 2.595
45 O 3.955 -2.256 2.664
46 O 1.752 -2.073 2.764
47 H 1.536 2.894 2.764
48 H 1.388 0.554 3.462
49 H 4.825 -0.405 1.107
50 H 4.996 1.977 0.407

Values from the calculation:
E, Ha: -6581.06783
<S²>: 2.07
Total charge: +1
Frontier orbital gap (alpha / beta), Ha: 0.221 / 0.159
2S+1: 3
LUMO (alpha / beta), eV: -5.172 / -6.840

The following is a DFT calculation (ωB97M-V/def2-TZVPD) of a cluster of 3 separate species, C19H28F2OSi in total.

Element x y z (Å)
1 C -0.406 -0.772 1.388
2 C 0.810 -1.677 1.662
3 C 1.407 -2.355 0.404
4 C 1.580 -3.871 0.592
5 Si 3.083 -1.642 -0.067
6 C 4.336 -2.106 1.242
7 C 3.110 0.252 -0.315
8 O 4.115 0.906 0.466
9 C 3.688 1.182 1.774
10 H -1.284 -1.152 1.910
11 H -0.655 -0.742 0.329
12 H -0.258 0.252 1.732
13 H 1.578 -1.102 2.192
14 H 0.514 -2.462 2.361
15 H 0.700 -2.198 -0.416
16 H 0.612 -4.377 0.610
17 H 2.084 -4.092 1.536
18 H 2.176 -4.332 -0.199
19 H 3.481 -2.278 -1.355
20 H 5.218 -1.467 1.186
21 H 4.648 -3.141 1.094
22 H 3.918 -2.026 2.247
23 H 2.132 0.711 -0.127
24 H 3.357 0.461 -1.358
25 H 4.495 1.710 2.279
26 H 3.462 0.266 2.338
27 H 2.791 1.816 1.777
28 F -0.076 0.886 -1.371
29 C -0.252 2.226 -1.406
30 C -0.859 2.778 -2.516
31 C -1.043 4.153 -2.545
32 C -0.627 4.942 -1.481
33 C -0.025 4.353 -0.378
34 C 0.168 2.980 -0.330
35 H -1.174 2.141 -3.331
36 H -1.516 4.608 -3.405
37 H -0.773 6.013 -1.511
38 H 0.299 4.964 0.455
39 H 0.627 2.494 0.520
40 F -6.666 -2.427 -0.767
41 C -5.637 -1.554 -0.716
42 C -5.479 -0.783 0.418
43 C -4.419 0.112 0.461
44 C -3.547 0.222 -0.613
45 C -3.732 -0.569 -1.737
46 C -4.786 -1.470 -1.799
47 H -6.174 -0.889 1.240
48 H -4.275 0.725 1.342
49 H -2.725 0.924 -0.577
50 H -3.048 -0.492 -2.573
51 H -4.953 -2.100 -2.662

Values from the calculation:
SMILES: CC[C@H](C)[Si@H](C)COC.Fc1ccccc1.Fc1ccccc1
E, Ha: -1305.21424
Total charge: 0
Frontier orbital gap, Ha: 0.362
2S+1: 1
LUMO, eV: 0.729

The following is a DFT calculation (ωB97M-V/def2-TZVPD) of an isolated molecule of C8H12N2S in a non-equilibrium geometry.

Element x y z (Å)
1 C 0.764 0.950 0.937
2 C 0.587 -0.246 -0.034
3 C 0.617 0.241 -1.507
4 C 1.764 -1.189 0.215
5 C -0.741 -1.000 -0.027
6 S -0.812 -2.692 0.059
7 N -1.889 -0.306 -0.239
8 C -3.160 -0.889 -0.204
9 C -4.051 0.090 0.020
10 N -3.412 1.310 0.013
11 C -2.176 1.024 -0.186
12 H 1.140 0.540 1.932
13 H 0.088 1.747 1.190
14 H 1.691 1.525 0.554
15 H 1.160 1.170 -1.795
16 H 0.883 -0.518 -2.153
17 H -0.465 0.420 -1.585
18 H 2.609 -0.587 0.566
19 H 1.991 -1.751 -0.715
20 H 1.343 -1.824 1.024
21 H -3.224 -2.020 -0.351
22 H -5.160 -0.040 0.103
23 H -1.392 1.791 -0.183

Values from the calculation:
SMILES: CC(C)(C)C(=S)n1ccnc1
E, Ha: -819.66331
Total charge: 0
Frontier orbital gap (alpha / beta), Ha: 0.301 / 0.301
2S+1: 1
Energy relative to the best compared isomer or geometry (same formula, charge and spin), kJ/mol: 162.47
LUMO (alpha / beta), eV: -0.647 / -0.647

The following is a DFT calculation (ωB97M-V/def2-TZVPD) of a structure of composition C20H16N5PtSe in a non-equilibrium geometry.

Element x y z (Å)
1 Pt 0.523 -0.599 0.211
2 N 1.030 3.602 1.316
3 C 0.726 2.301 1.405
4 N 0.741 1.477 0.397
5 C 1.100 1.970 -0.876
6 N 1.208 1.152 -1.886
7 N 0.972 -0.102 -1.634
8 C 1.159 -1.095 -2.496
9 C 0.878 -2.373 -1.993
10 C 0.978 -3.551 -2.762
11 C 0.580 -4.747 -2.229
12 C 0.105 -4.769 -0.907
13 C 0.093 -3.606 -0.172
14 N 0.467 -2.428 -0.675
15 C 1.426 3.361 -1.028
16 C 1.817 3.881 -2.260
17 C 2.203 5.201 -2.355
18 C 2.189 6.014 -1.231
19 C 1.799 5.515 0.004
20 C 1.414 4.190 0.106
21 H 1.023 4.176 2.147
22 H 0.450 1.924 2.384
23 H 1.491 -0.907 -3.506
24 H 1.359 -3.475 -3.770
25 H 0.632 -5.655 -2.810
26 H -0.230 -5.689 -0.462
27 H -0.242 -3.616 0.860
28 H 1.831 3.222 -3.111
29 H 2.523 5.596 -3.305
30 H 2.489 7.046 -1.306
31 H 1.808 6.158 0.872
32 Se 0.226 -1.200 2.519
33 C -1.603 -1.698 2.553
34 C -2.433 -1.382 1.475
35 C -3.771 -1.711 1.520
36 C -4.285 -2.374 2.628
37 C -3.458 -2.703 3.694
38 C -2.121 -2.357 3.668
39 H -2.007 -0.867 0.610
40 H -4.420 -1.448 0.698
41 H -5.334 -2.621 2.659
42 H -3.863 -3.216 4.552
43 H -1.475 -2.596 4.498

Values from the calculation:
E, Ha: -3566.09512
Total charge: +1
Frontier orbital gap, Ha: 0.183
2S+1: 1
Energy relative to the best compared isomer or geometry (same formula, charge and spin), kJ/mol: 10.06
LUMO, eV: -4.713

The following is a DFT calculation (ωB97M-V/def2-TZVPD) of an isolated molecule of C4H5NO3 in a non-equilibrium geometry.

Element x y z (Å)
1 C 2.099 -0.876 0.393
2 C 0.838 -0.919 -0.045
3 N -0.056 0.163 -0.304
4 C 0.154 1.504 -0.244
5 O 1.156 2.134 0.045
6 O -1.243 -0.197 -0.895
7 C -2.304 -0.100 -0.024
8 O -2.207 0.361 1.065
9 H 2.528 -1.860 0.389
10 H 2.585 0.076 0.636
11 H 0.402 -1.942 -0.145
12 H -0.748 2.079 -0.340
13 H -3.204 -0.422 -0.531

Values from the calculation:
SMILES: C=CN(C=O)OC=O
E, Ha: -435.80677
Total charge: 0
Frontier orbital gap, Ha: 0.370
2S+1: 1
Energy relative to the best compared isomer or geometry (same formula, charge and spin), kJ/mol: 298.60
LUMO, eV: 0.700

The following is a DFT calculation (ωB97M-V/def2-TZVPD) of a structure of composition C26H55ClO4P2Pb in a non-equilibrium geometry.

Element x y z (Å)
1 C 1.746 0.247 0.712
2 C 2.867 0.986 1.460
3 C 2.576 2.503 1.559
4 C 2.013 2.969 2.895
5 C 0.745 2.258 3.359
6 C 0.980 0.942 4.113
7 C -0.068 0.675 5.196
8 C -1.269 -0.081 4.604
9 C -2.540 0.750 4.436
10 C -3.259 0.293 3.182
11 C -4.661 0.863 2.949
12 C -4.887 1.000 1.446
13 C -4.685 -0.325 0.711
14 C -3.455 -0.229 -0.212
15 C -3.568 -0.979 -1.534
16 C -2.609 -0.403 -2.572
17 C -1.189 -0.850 -2.236
18 C -0.128 0.188 -2.686
19 P 1.434 -0.482 -3.391
20 C 1.798 -2.213 -3.978
21 C 0.629 -3.155 -4.220
22 O 0.626 -4.268 -3.697
23 Cl -0.715 -2.669 -5.221
24 C 0.945 0.085 -5.163
25 P 1.215 1.846 -5.533
26 O 0.405 2.318 -6.624
27 O 2.768 1.938 -5.936
28 O 1.075 2.719 -4.205
29 C 2.094 -0.902 -1.550
30 C 3.633 -0.984 -1.634
31 C 1.413 -2.164 -0.936
32 C 0.959 -1.948 0.542
33 C 2.159 -1.760 1.470
34 H 0.781 0.618 1.026
35 H 1.863 0.411 -0.354
36 H 1.825 -0.829 0.891
37 H 3.770 0.876 0.867
38 H 3.053 0.562 2.435
39 H 1.936 2.771 0.726
40 H 3.528 3.001 1.416
41 H 2.766 2.949 3.669
42 H 1.742 4.011 2.765
43 H 0.060 2.103 2.532
44 H 0.239 2.929 4.044
45 H 1.985 0.891 4.514
46 H 0.900 0.138 3.387
47 H 0.381 0.107 6.000
48 H -0.435 1.593 5.636
49 H -1.471 -0.950 5.216
50 H -0.992 -0.446 3.620
51 H -2.347 1.813 4.357
52 H -3.204 0.613 5.281
53 H -2.636 0.600 2.342
54 H -3.298 -0.792 3.159
55 H -5.422 0.258 3.419
56 H -4.699 1.868 3.352
57 H -5.910 1.327 1.306
58 H -4.226 1.772 1.078
59 H -4.539 -1.148 1.398
60 H -5.551 -0.545 0.099
61 H -3.229 0.821 -0.357
62 H -2.617 -0.684 0.311
63 H -4.571 -0.953 -1.935
64 H -3.313 -2.014 -1.332
65 H -2.897 -0.799 -3.539
66 H -2.660 0.675 -2.551
67 H -1.031 -1.868 -2.574
68 H -1.168 -0.892 -1.150
69 H 0.156 0.771 -1.817
70 H -0.598 0.894 -3.346
71 H 2.533 0.424 -3.481
72 H 2.317 -2.105 -4.923
73 H 2.483 -2.759 -3.346
74 H 1.472 -0.416 -5.969
75 H -0.107 -0.048 -5.361
76 H 3.343 1.530 -5.285
77 H 1.766 2.544 -3.564
78 H 1.906 -0.088 -0.860
79 H 4.053 -1.601 -0.782
80 H 4.025 0.006 -1.452
81 H 4.010 -1.319 -2.593
82 H 2.187 -3.014 -0.925
83 H 0.614 -2.574 -1.533
84 H 0.395 -1.025 0.566
85 H 0.407 -2.800 0.914
86 H 2.839 -2.659 1.447
87 H 1.905 -1.652 2.518
88 H 2.739 -0.877 1.197
89 Pb 3.898 -3.184 0.234

Values from the calculation:
E, Ha: -2659.21748
Total charge: +2
Frontier orbital gap, Ha: 0.158
2S+1: 1
LUMO, eV: -9.904